Here is a single C21H25F3N2O2 molecule from OMol25. Energies are from ωB97M-V/def2-TZVPD.

Summary:
HOMO-LUMO gap in eV: 9.1
Charge: 0
LUMO in eV: 0.58
SMILES: CN(C[C@H]1CCCN(CCc2cccc(C(F)(F)F)c2)C1)C(=O)c1ccco1
Relative energy (zero: lowest compared OMol25 entry of this formula, charge and spin) in eV: 0.000

Geometry as XYZ:
```
53
Properties=species:S:1:pos:R:3:lowdin_charge:R:1
C 2.785 0.660 1.338 -0.04
N 3.645 -0.321 0.722 -0.08
C 3.245 -1.716 0.767 -0.12
C 2.631 -2.199 -0.555 -0.27
C 2.323 -3.697 -0.503 -0.16
C 1.156 -3.984 0.439 -0.17
C -0.046 -3.115 0.075 -0.19
N 0.334 -1.716 0.109 -0.17
C -0.771 -0.792 0.125 -0.18
C -1.675 -0.781 -1.135 -0.13
C -2.753 0.239 -0.966 -0.22
C -2.562 1.556 -1.371 -0.03
C -3.541 2.512 -1.171 -0.06
C -4.733 2.173 -0.556 -0.02
C -4.926 0.863 -0.142 -0.12
C -6.222 0.461 0.501 -0.59
F -6.858 1.483 1.092 0.14
F -6.062 -0.483 1.445 0.14
F -7.092 -0.055 -0.392 0.14
C -3.949 -0.100 -0.345 0.03
C 1.346 -1.439 -0.893 -0.16
C 4.829 -0.047 0.125 -0.40
O 5.499 -0.929 -0.397 0.06
C 5.337 1.336 0.101 -0.17
C 6.489 1.747 -0.525 0.01
C 6.610 3.129 -0.275 -0.05
C 5.530 3.463 0.485 -0.11
O 4.757 2.395 0.717 0.02
H 3.240 1.073 2.242 0.10
H 2.574 1.485 0.656 0.09
H 1.845 0.181 1.605 0.08
H 4.140 -2.313 0.964 0.13
H 2.532 -1.841 1.580 0.12
H 3.368 -2.012 -1.342 0.14
H 2.060 -4.034 -1.509 0.12
H 3.209 -4.249 -0.187 0.12
H 1.448 -3.781 1.469 0.11
H 0.874 -5.036 0.371 0.11
H -0.411 -3.415 -0.923 0.12
H -0.851 -3.274 0.797 0.12
H -0.365 0.215 0.265 0.12
H -1.391 -1.028 0.995 0.13
H -2.112 -1.771 -1.269 0.11
H -1.065 -0.543 -2.008 0.11
H -1.636 1.831 -1.854 0.12
H -3.378 3.528 -1.497 0.11
H -5.503 2.912 -0.396 0.12
H -4.122 -1.115 -0.019 0.13
H 1.017 -1.743 -1.902 0.13
H 1.539 -0.364 -0.912 0.12
H 7.149 1.119 -1.086 0.12
H 7.389 3.781 -0.611 0.10
H 5.212 4.397 0.907 0.12
```

---

Here is a molecular structure, C21H25FMnN3O6 from OMol25. Energies are from ωB97M-V/def2-TZVPD.

Summary:
2S+1: 2
HOMO-LUMO gap (spin up / spin down) in eV: 6.0 / 5.6
Charge: +1
LUMO (spin up / spin down) in eV: -3.55 / -3.55
⟨S²⟩: 0.78

Geometry as XYZ:
```
57
Properties=species:S:1:pos:R:3:lowdin_charge:R:1
Mn 3.553 2.719 -0.332 0.88
C 1.945 6.280 0.865 -0.01
C 3.300 5.691 0.506 -0.50
C 4.446 6.618 0.879 -0.01
O 3.473 4.410 1.165 -0.04
C 3.310 5.432 -1.029 -0.57
O 3.399 6.365 -1.791 0.10
O 3.185 4.180 -1.343 -0.12
H 1.879 6.474 1.940 0.09
H 1.142 5.600 0.575 0.10
H 1.812 7.221 0.335 0.10
H 4.363 6.935 1.920 0.09
H 4.421 7.489 0.228 0.09
H 5.399 6.108 0.741 0.10
H 3.022 4.440 2.011 0.11
F -2.868 1.042 -0.546 0.07
C -1.840 0.180 -0.406 -0.19
C -0.580 0.709 -0.342 0.11
C 0.530 -0.104 -0.112 -0.04
C 1.829 0.502 0.003 -0.26
O 1.927 1.746 -0.157 -0.03
C 2.902 -0.367 0.318 -0.01
C 2.659 -1.700 0.443 0.07
N 1.449 -2.298 0.290 0.04
C 1.469 -3.744 0.424 -0.21
C 0.688 -4.704 -0.423 -0.08
C 0.402 -4.590 1.054 -0.08
C 0.342 -1.500 0.023 -0.09
C -0.946 -2.007 -0.132 0.05
C -2.063 -1.194 -0.324 -0.13
N -3.325 -1.821 -0.473 -0.10
C -4.482 -1.039 -0.914 -0.12
C -5.632 -2.018 -1.218 -0.07
N -5.019 -3.349 -1.512 0.06
C -4.459 -3.948 -0.258 -0.07
C -3.733 -2.822 0.503 -0.12
C 4.333 0.080 0.509 -0.57
O 5.171 -0.720 0.869 0.08
O 4.528 1.327 0.255 -0.10
H -0.436 1.776 -0.449 0.15
H 3.498 -2.340 0.684 0.15
H 2.474 -4.065 0.648 0.15
H 1.217 -5.578 -0.775 0.11
H -0.016 -4.316 -1.145 0.09
H 0.739 -5.390 1.699 0.11
H -0.508 -4.124 1.399 0.08
H -1.122 -3.068 -0.140 0.08
H -4.209 -0.493 -1.815 0.14
H -4.822 -0.311 -0.173 0.14
H -6.218 -1.683 -2.071 0.14
H -6.302 -2.142 -0.370 0.14
H -4.228 -3.172 -2.136 0.19
H -5.671 -3.984 -1.969 0.19
H -3.782 -4.750 -0.544 0.14
H -5.276 -4.366 0.328 0.14
H -2.874 -3.231 1.025 0.12
H -4.397 -2.385 1.259 0.14
```

---

Here is a molecular structure, C21H25GaIO6 from OMol25. Energies are from ωB97M-V/def2-TZVPD.

Summary:
HOMO-LUMO gap in eV: 9.0
Charge: +1
LUMO in eV: -2.20

Geometry as XYZ:
```
54
Properties=species:S:1:pos:R:3:lowdin_charge:R:1
Ga 0.208 -0.061 -0.436 0.69
C -0.058 3.130 -2.025 -0.10
C -0.621 3.479 -0.655 -0.11
O 0.074 2.550 0.228 -0.18
C -0.421 2.453 1.536 -0.16
C -1.714 1.599 1.530 -0.08
O -1.620 0.759 0.341 -0.20
C -2.694 -0.178 0.014 -0.09
C -2.727 -0.275 -1.481 -0.09
O -1.393 -0.738 -1.900 -0.16
C -1.097 -0.311 -3.239 -0.12
C -0.875 1.208 -3.331 -0.17
O -0.337 1.684 -2.130 -0.22
H 1.042 3.244 -2.137 0.14
H -0.516 3.770 -2.807 0.14
H -1.696 3.215 -0.693 0.14
H -0.303 4.542 -0.456 0.16
H -0.544 3.430 2.094 0.16
H 0.412 1.931 2.011 0.12
H -2.623 2.160 1.371 0.12
H -1.866 1.017 2.488 0.16
H -3.634 0.303 0.292 0.15
H -2.448 -1.133 0.470 0.13
H -2.937 0.680 -2.000 0.14
H -3.427 -0.999 -1.797 0.13
H -1.868 -0.701 -3.902 0.15
H -0.192 -0.815 -3.497 0.11
H -1.766 1.794 -3.590 0.13
H -0.142 1.360 -4.158 0.15
I -0.581 -2.917 7.584 0.92
C 0.065 -2.435 5.656 -0.73
C -0.869 -2.829 4.703 -0.15
C -0.661 -2.369 3.372 0.00
C 0.486 -1.706 2.997 -0.15
C 1.447 -1.431 3.980 0.00
C 1.220 -1.772 5.315 -0.12
C 0.428 -1.094 1.692 -0.57
O -0.263 -1.555 0.739 0.04
O 1.051 -0.061 1.484 0.08
H -1.807 -3.289 5.020 0.08
H -1.432 -2.605 2.588 0.14
H 2.343 -0.814 3.683 0.15
H 1.990 -1.394 6.059 0.14
C 3.855 -1.639 -3.003 -0.09
C 2.949 -2.408 -2.412 -0.10
C 1.850 -1.886 -1.775 -0.10
C 1.600 -0.524 -1.638 -0.19
C 2.580 0.269 -2.211 -0.08
C 3.709 -0.257 -2.888 -0.05
H 4.614 -2.043 -3.679 0.12
H 2.990 -3.464 -2.556 0.11
H 1.124 -2.582 -1.396 0.11
H 2.604 1.341 -2.097 0.09
H 4.489 0.368 -3.357 0.12
```

---

Here is a molecular structure, C21H25LaO6S from OMol25. Energies are from ωB97M-V/def2-TZVPD.

Summary:
HOMO-LUMO gap in eV: 7.7
Charge: 0
LUMO in eV: -0.10
Relative energy (zero: lowest compared OMol25 entry of this formula, charge and spin) in eV: 0.000

Geometry as XYZ:
```
54
Properties=species:S:1:pos:R:3:lowdin_charge:R:1
La -10.304 7.809 8.889 1.99
O -8.753 11.578 11.373 0.14
C -9.092 10.750 10.376 -0.44
O -9.889 9.852 10.549 -0.01
C -8.284 10.899 9.074 -0.07
O -8.698 9.858 8.186 -0.26
C -7.912 9.736 6.958 -0.06
C -7.960 8.283 6.476 -0.66
O -7.141 7.958 5.631 0.06
O -8.937 7.645 6.984 -0.23
H -9.181 11.268 12.202 0.16
H -8.486 11.846 8.649 0.13
H -7.202 10.873 9.341 0.16
H -8.353 10.399 6.195 0.14
H -6.880 10.011 7.138 0.13
C -8.255 6.555 10.511 -0.33
C -8.772 5.605 9.665 -0.35
C -10.071 5.281 10.112 -0.31
C -10.414 6.182 11.168 -0.33
C -9.258 6.962 11.371 -0.38
C -9.034 7.780 12.579 -0.05
C -11.551 6.169 12.164 -0.05
C -10.869 4.059 9.672 -0.03
C -7.946 4.871 8.650 -0.03
C -6.875 7.079 10.542 -0.02
H -8.694 7.188 13.444 0.10
H -9.946 8.303 12.855 0.08
H -8.222 8.465 12.381 0.06
H -11.234 5.845 13.168 0.09
H -12.348 5.477 11.861 0.08
H -12.015 7.147 12.213 0.06
H -10.525 3.245 10.267 0.07
H -10.687 3.799 8.624 0.07
H -11.950 4.204 9.778 0.08
H -7.228 4.245 9.169 0.09
H -7.419 5.516 7.957 0.07
H -8.484 4.173 8.044 0.06
H -6.281 6.579 11.283 0.08
H -6.867 8.124 10.796 0.06
H -6.316 6.978 9.588 0.10
O -12.647 14.524 11.556 0.01
C -13.664 14.991 11.394 -0.01
S -13.068 8.232 9.371 0.43
C -12.785 9.013 7.774 -0.80
C -13.151 8.351 6.630 -0.15
C -12.734 8.817 5.391 -0.08
C -12.028 9.995 5.289 -0.10
C -11.756 10.761 6.424 -0.10
C -12.104 10.263 7.663 -0.17
H -13.633 7.400 6.642 0.10
H -12.917 8.218 4.521 0.10
H -11.767 10.442 4.292 0.12
H -11.361 11.771 6.321 0.11
H -11.893 10.772 8.658 0.11
```

---

Here is 2 unconnected molecules or ions with the total composition C21H25N2O from OMol25. Energies are from ωB97M-V/def2-TZVPD.

Summary:
HOMO-LUMO gap in eV: 7.3
Charge: +1
LUMO in eV: -3.92
Relative energy (zero: lowest compared OMol25 entry of this formula, charge and spin) in eV: 0.320

Geometry as XYZ:
```
49
Properties=species:S:1:pos:R:3:lowdin_charge:R:1
C 4.806 0.007 0.763 0.01
N 3.375 -0.292 0.727 -0.07
C 2.404 0.648 0.564 0.01
C 1.123 0.056 0.624 -0.12
C -0.107 0.745 0.393 0.03
C -1.395 0.046 0.532 -0.24
C -1.670 -1.076 -0.294 -0.05
C -2.874 -1.792 -0.166 -0.02
C -3.800 -1.458 0.828 -0.26
C -4.977 -2.349 1.058 -0.04
C -3.573 -0.308 1.588 -0.02
C -2.411 0.446 1.426 -0.01
C 1.370 -1.362 0.979 -0.09
C 0.571 -2.438 1.354 -0.01
C 1.170 -3.679 1.610 -0.06
C 2.562 -3.837 1.571 -0.06
C 3.398 -2.756 1.255 0.00
C 2.779 -1.538 0.967 -0.16
H 5.364 -0.934 0.779 0.09
H 5.112 0.575 -0.126 0.10
H 5.090 0.600 1.650 0.11
H 2.661 1.707 0.487 0.15
H -0.093 1.809 0.698 0.15
H -0.914 -1.389 -1.034 0.13
H -3.046 -2.651 -0.827 0.13
H -5.623 -1.944 1.842 0.08
H -5.561 -2.439 0.133 0.09
H -4.707 -3.375 1.354 0.10
H -4.303 -0.023 2.338 0.12
H -2.254 1.346 2.012 0.12
H -0.499 -2.292 1.463 0.10
H 0.537 -4.523 1.859 0.11
H 2.986 -4.812 1.785 0.11
H 4.489 -2.843 1.202 0.11
C 1.071 3.685 -2.168 -0.17
C 1.125 2.173 -2.040 -0.14
N -0.153 1.560 -1.620 -0.03
C -1.409 2.226 -2.025 -0.13
C -1.298 3.739 -2.216 -0.17
O -0.096 4.099 -2.895 -0.13
H 1.084 4.147 -1.154 0.13
H 1.907 4.067 -2.777 0.14
H 1.478 1.747 -2.992 0.14
H 1.848 1.922 -1.272 0.07
H -0.171 0.588 -1.949 0.13
H -1.805 1.789 -2.957 0.14
H -2.129 2.039 -1.230 0.11
H -2.089 4.120 -2.878 0.14
H -1.352 4.226 -1.221 0.13
```